Entry 1:
{"formula": "C27H18CaN5OS2", "method": "ωB97M-V/def2-TZVPD", "multiplicity": 1, "charge": 1, "relative_energy_kj_mol": 13.1, "homo_lumo_gap_ev": 6.72, "species": ["Ca", "C", "O", "C", "C", "C", "C", "C", "C", "C", "N", "C", "C", "N", "C", "C", "C", "C", "N", "C", "C", "N", "C", "C", "C", "C", "H", "H", "H", "H", "H", "H", "H", "H", "H", "H", "H", "H", "H", "H", "S", "C", "N", "C", "C", "C", "C", "C", "C", "S", "H", "H", "H", "H"], "coordinates": [[3.041, -0.005, -3.963], [-3.209, -2.011, 8.258], [-2.607, -0.801, 7.819], [-2.036, -0.781, 6.604], [-1.991, -1.866, 5.729], [-1.375, -1.729, 4.500], [-0.794, -0.522, 4.115], [-0.845, 0.561, 5.000], [-1.456, 0.434, 6.225], [-0.157, -0.431, 2.811], [-0.088, -1.406, 1.927], [0.589, -0.898, 0.864], [0.948, 0.421, 1.092], [0.462, 0.701, 2.342], [1.664, 1.203, 0.153], [2.038, 2.546, 0.340], [2.726, 3.202, -0.649], [3.043, 2.509, -1.817], [2.710, 1.244, -2.020], [2.022, 0.576, -1.066], [1.650, -0.806, -1.318], [2.013, -1.367, -2.496], [1.668, -2.617, -2.758], [0.949, -3.411, -1.861], [0.584, -2.872, -0.653], [0.931, -1.545, -0.360], [-3.599, -1.807, 9.250], [-2.475, -2.818, 8.315], [-4.028, -2.306, 7.598], [-2.432, -2.815, 5.998], [-1.332, -2.561, 3.810], [-0.408, 1.517, 4.740], [-1.505, 1.261, 6.920], [0.539, 1.568, 2.842], [1.783, 3.059, 1.258], [3.023, 4.235, -0.535], [3.586, 3.005, -2.615], [1.972, -3.005, -3.724], [0.694, -4.426, -2.125], [0.031, -3.440, 0.084], [2.916, -1.390, -6.225], [1.524, -0.408, -6.183], [1.302, 0.469, -5.219], [0.099, 1.139, -5.375], [-0.412, 2.105, -4.512], [-1.631, 2.683, -4.811], [-2.340, 2.310, -5.953], [-1.847, 1.347, -6.816], [-0.624, 0.764, -6.515], [0.262, -0.470, -7.381], [0.149, 2.384, -3.627], [-2.041, 3.434, -4.149], [-3.290, 2.783, -6.165], [-2.399, 1.058, -7.700]], "lowdin_charge": [1.31, -0.06, -0.06, -0.28, 0.00, -0.01, -0.16, -0.02, 0.01, -0.24, 0.19, -0.17, -0.13, 0.19, -0.06, 0.03, -0.03, -0.12, -0.04, -0.14, -0.14, -0.05, -0.10, -0.01, 0.04, -0.06, 0.10, 0.10, 0.10, 0.11, 0.12, 0.11, 0.13, 0.15, 0.12, 0.12, 0.12, 0.10, 0.12, 0.13, 0.46, -1.19, -0.21, -0.32, -0.03, -0.08, -0.08, -0.08, -0.46, 1.06, 0.10, 0.11, 0.11, 0.11]}



Entry 2:
{"formula": "C16H52N8O16", "method": "ωB97M-V/def2-TZVPD", "multiplicity": 1, "relative_energy_kj_mol": 23.5, "homo_lumo_gap_ev": 9.89, "species": ["C", "C", "O", "O", "H", "H", "H", "H", "H", "H", "C", "C", "O", "O", "H", "H", "H", "H", "H", "H", "C", "C", "O", "O", "H", "H", "H", "H", "H", "H", "C", "C", "O", "O", "H", "H", "H", "H", "H", "H", "C", "C", "O", "O", "H", "H", "H", "H", "H", "H", "C", "C", "O", "O", "H", "H", "H", "H", "H", "H", "C", "O", "N", "N", "H", "H", "H", "H", "C", "O", "N", "N", "H", "H", "H", "H", "C", "O", "N", "N", "H", "H", "H", "H", "C", "O", "N", "N", "H", "H", "H", "H"], "coordinates": [[-0.241, -11.615, 12.235], [-0.203, -11.485, 10.726], [-1.364, -10.891, 10.097], [-1.386, -12.406, 12.423], [-0.362, -10.651, 12.764], [0.684, -12.113, 12.653], [-0.085, -12.536, 10.320], [0.710, -10.912, 10.405], [-1.987, -11.581, 9.922], [-1.619, -12.756, 13.316], [-8.192, -12.592, 10.761], [-7.843, -11.322, 11.427], [-8.789, -10.335, 10.987], [-8.100, -12.451, 9.343], [-9.197, -12.879, 11.026], [-7.515, -13.379, 11.167], [-6.807, -10.993, 11.208], [-7.972, -11.438, 12.492], [-8.531, -9.572, 11.515], [-7.304, -11.948, 9.210], [-9.093, -13.189, 14.415], [-9.019, -14.506, 15.069], [-9.990, -14.727, 16.103], [-8.922, -12.166, 15.320], [-10.021, -13.056, 13.837], [-8.328, -13.127, 13.650], [-8.079, -14.746, 15.464], [-9.325, -15.288, 14.384], [-10.262, -13.814, 16.391], [-9.109, -11.270, 15.039], [-4.140, -9.101, 9.723], [-5.080, -7.924, 9.960], [-4.377, -6.711, 10.282], [-3.626, -9.559, 10.995], [-3.211, -8.764, 9.146], [-4.606, -9.960, 9.179], [-5.772, -8.045, 10.772], [-5.756, -7.811, 9.086], [-4.044, -6.344, 9.476], [-2.782, -9.978, 10.752], [-11.562, -8.484, 13.379], [-12.232, -9.360, 12.336], [-11.542, -10.532, 12.094], [-10.206, -8.176, 12.952], [-11.404, -8.959, 14.345], [-12.070, -7.551, 13.531], [-12.468, -8.852, 11.424], [-13.217, -9.566, 12.757], [-10.805, -10.222, 11.585], [-9.676, -8.879, 13.354], [-3.723, -14.437, 16.243], [-2.455, -13.888, 15.608], [-2.331, -14.564, 14.333], [-4.675, -14.363, 15.173], [-4.043, -13.691, 16.985], [-3.685, -15.404, 16.739], [-1.547, -14.087, 16.238], [-2.411, -12.786, 15.501], [-3.249, -14.831, 14.163], [-5.226, -13.588, 15.315], [-8.330, -8.949, 15.552], [-8.502, -9.439, 14.461], [-8.802, -7.700, 15.952], [-7.361, -9.522, 16.350], [-8.504, -7.198, 16.793], [-9.478, -7.306, 15.332], [-6.949, -10.342, 15.915], [-7.423, -9.541, 17.392], [-6.064, -11.554, 18.286], [-6.569, -11.039, 19.276], [-4.842, -11.170, 17.823], [-6.708, -12.471, 17.505], [-4.546, -11.424, 16.879], [-4.343, -10.450, 18.293], [-7.702, -12.490, 17.652], [-6.495, -12.751, 16.544], [-3.900, -13.474, 9.885], [-3.684, -12.264, 9.549], [-4.761, -14.251, 9.181], [-3.239, -14.099, 10.855], [-5.141, -15.039, 9.658], [-5.452, -13.750, 8.656], [-3.248, -15.129, 10.941], [-2.739, -13.476, 11.517], [-5.182, -11.285, 13.861], [-5.844, -11.758, 14.822], [-4.704, -12.061, 12.863], [-5.029, -9.917, 13.710], [-4.946, -13.053, 13.050], [-4.504, -11.698, 11.885], [-5.648, -9.323, 14.237], [-4.525, -9.516, 12.951]], "lowdin_charge": [-0.24, -0.20, -0.08, -0.13, 0.12, 0.14, 0.14, 0.13, 0.01, 0.08, -0.25, -0.24, -0.05, -0.04, 0.12, 0.12, 0.12, 0.09, 0.07, 0.06, -0.28, -0.23, -0.07, -0.05, 0.14, 0.09, 0.09, 0.12, 0.10, 0.06, -0.22, -0.24, -0.06, -0.12, 0.14, 0.11, 0.10, 0.12, 0.07, 0.03, -0.20, -0.27, -0.04, -0.11, 0.11, 0.11, 0.12, 0.12, 0.04, 0.00, -0.19, -0.22, -0.10, -0.10, 0.10, 0.13, 0.13, 0.11, 0.06, 0.03, -0.61, 0.01, 0.18, 0.17, 0.12, 0.08, 0.05, 0.12, -0.71, 0.01, 0.16, 0.17, 0.08, 0.10, 0.10, 0.06, -0.64, -0.03, 0.17, 0.18, 0.09, 0.10, 0.14, 0.08, -0.60, -0.06, 0.19, 0.21, 0.11, 0.11, 0.09, 0.06]}



Entry 3:
{"formula": "C4H8OS2", "method": "ωB97M-V/def2-TZVPD", "multiplicity": 1, "relative_energy_kj_mol": 96.7, "homo_lumo_gap_ev": 9.76, "species": ["C", "C", "C", "C", "H", "H", "H", "H", "H", "H", "H", "H", "O", "S", "S"], "coordinates": [[-0.864, -1.635, -0.508], [-0.418, -0.249, -0.126], [0.893, 0.318, -0.666], [0.767, -0.082, 0.808], [-1.552, -2.066, 0.207], [-0.003, -2.335, -0.558], [-1.372, -1.665, -1.428], [-1.236, 1.425, -0.455], [1.525, -0.373, -1.250], [1.358, 2.536, 0.014], [1.335, -0.982, 1.036], [-0.631, 1.373, 1.963], [-1.497, 0.624, 0.039], [0.959, 2.004, -1.204], [0.734, 1.107, 2.127]], "lowdin_charge": [-0.01, -0.59, -0.60, -0.60, 0.09, 0.10, 0.07, 0.05, 0.11, -0.12, 0.10, -0.07, -0.04, 0.77, 0.75]}



Entry 4:
{"formula": "C28H46BrCuN3P2S", "method": "ωB97M-V/def2-TZVPD", "multiplicity": 2, "charge": 2, "homo_lumo_gap_ev": [6.27, 4.33], "s_squared": 0.756, "species": ["C", "C", "C", "C", "N", "C", "C", "C", "C", "C", "C", "C", "C", "C", "Cu", "P", "H", "H", "H", "H", "H", "H", "H", "H", "C", "C", "H", "H", "H", "H", "H", "C", "C", "H", "H", "H", "H", "H", "C", "C", "H", "H", "H", "H", "H", "Br", "P", "C", "C", "H", "H", "H", "H", "H", "C", "C", "H", "H", "H", "H", "H", "C", "C", "H", "H", "H", "H", "H", "C", "N", "C", "S", "N", "C", "H", "H", "H", "H", "H", "H", "H", "H"], "coordinates": [[-0.642, 6.450, -6.025], [-0.837, 5.128, -6.597], [-1.126, 5.118, -7.984], [-1.171, 6.326, -8.728], [-0.944, 7.507, -8.177], [-0.712, 7.586, -6.872], [-0.815, 3.801, -5.980], [-0.918, 3.165, -4.820], [-1.446, 2.632, -3.609], [-0.649, 1.996, -2.607], [-1.243, 1.593, -1.391], [-2.614, 1.755, -1.178], [-3.407, 2.312, -2.180], [-2.822, 2.705, -3.391], [-0.937, 1.728, -5.891], [2.251, -0.927, -1.200], [-1.262, 4.195, -8.518], [-0.387, 6.637, -4.988], [-1.373, 6.303, -9.794], [-0.559, 8.606, -6.501], [-3.458, 3.074, -4.233], [0.411, 1.885, -2.783], [-4.491, 2.362, -2.105], [-0.675, 1.094, -0.611], [2.114, -2.505, -0.216], [3.058, -3.655, -0.556], [1.069, -2.819, -0.367], [2.187, -2.212, 0.844], [2.960, -4.439, 0.206], [2.802, -4.109, -1.522], [4.111, -3.349, -0.570], [2.997, -1.453, -2.804], [3.424, -0.290, -3.699], [2.241, -2.050, -3.326], [3.840, -2.117, -2.590], [3.691, -0.686, -4.688], [2.622, 0.443, -3.850], [4.297, 0.245, -3.303], [3.735, -0.110, -0.413], [5.077, -0.833, -0.495], [3.479, 0.085, 0.646], [3.793, 0.873, -0.907], [5.848, -0.121, -0.162], [5.118, -1.699, 0.179], [5.337, -1.148, -1.515], [-3.378, 0.815, 0.311], [-2.037, -2.623, -3.625], [-0.234, -2.859, -3.291], [0.148, -4.347, -3.323], [-0.037, -2.410, -2.299], [0.289, -2.253, -4.052], [1.232, -4.499, -3.214], [-0.341, -4.888, -2.503], [-0.165, -4.820, -4.265], [-2.669, -2.497, -1.870], [-4.134, -2.951, -1.814], [-2.537, -1.456, -1.537], [-2.034, -3.157, -1.254], [-4.520, -2.972, -0.786], [-4.772, -2.277, -2.402], [-4.222, -3.968, -2.225], [-2.250, -0.956, -4.311], [-2.718, -1.081, -5.761], [-1.285, -0.433, -4.257], [-2.973, -0.410, -3.687], [-2.889, -0.088, -6.194], [-1.951, -1.584, -6.361], [-3.646, -1.661, -5.823], [-1.416, -0.354, 4.142], [-0.679, -0.631, 2.900], [0.592, -0.165, 2.715], [1.048, 0.454, 1.198], [1.459, -0.143, 3.749], [1.445, -1.075, 4.883], [-0.879, 0.317, 4.822], [-1.586, -1.328, 4.621], [-2.383, 0.104, 3.856], [-1.226, -0.614, 2.054], [2.361, 0.232, 3.478], [2.472, -1.452, 5.019], [1.165, -0.540, 5.805], [0.753, -1.914, 4.705]], "lowdin_charge": [0.03, -0.20, -0.01, -0.10, 0.07, -0.11, 0.04, -0.10, -0.28, 0.00, -0.12, -0.62, -0.08, -0.01, 0.69, 1.04, 0.10, 0.11, 0.12, 0.12, 0.15, 0.11, 0.12, 0.00, -0.39, -0.12, 0.06, 0.06, 0.09, 0.07, 0.06, -0.39, -0.13, 0.05, 0.08, 0.09, 0.06, 0.08, -0.43, -0.13, 0.01, 0.08, 0.09, 0.07, 0.07, 0.79, 0.98, -0.46, -0.15, 0.03, 0.06, 0.06, 0.08, 0.08, -0.42, -0.17, 0.03, 0.07, 0.07, 0.07, 0.07, -0.46, -0.17, 0.04, 0.08, 0.05, 0.08, 0.08, -0.05, -0.03, -0.77, 0.73, -0.02, -0.05, 0.09, 0.09, 0.10, 0.07, 0.12, 0.10, 0.10, 0.10]}



Question: Which formula does entry 1 have?
Answer: C27H18CaN5OS2



What did the first record say?
{"formula": "C27H18CaN5OS2", "method": "ωB97M-V/def2-TZVPD", "multiplicity": 1, "charge": 1, "relative_energy_kj_mol": 13.1, "homo_lumo_gap_ev": 6.72, "species": ["Ca", "C", "O", "C", "C", "C", "C", "C", "C", "C", "N", "C", "C", "N", "C", "C", "C", "C", "N", "C", "C", "N", "C", "C", "C", "C", "H", "H", "H", "H", "H", "H", "H", "H", "H", "H", "H", "H", "H", "H", "S", "C", "N", "C", "C", "C", "C", "C", "C", "S", "H", "H", "H", "H"], "coordinates": [[3.041, -0.005, -3.963], [-3.209, -2.011, 8.258], [-2.607, -0.801, 7.819], [-2.036, -0.781, 6.604], [-1.991, -1.866, 5.729], [-1.375, -1.729, 4.500], [-0.794, -0.522, 4.115], [-0.845, 0.561, 5.000], [-1.456, 0.434, 6.225], [-0.157, -0.431, 2.811], [-0.088, -1.406, 1.927], [0.589, -0.898, 0.864], [0.948, 0.421, 1.092], [0.462, 0.701, 2.342], [1.664, 1.203, 0.153], [2.038, 2.546, 0.340], [2.726, 3.202, -0.649], [3.043, 2.509, -1.817], [2.710, 1.244, -2.020], [2.022, 0.576, -1.066], [1.650, -0.806, -1.318], [2.013, -1.367, -2.496], [1.668, -2.617, -2.758], [0.949, -3.411, -1.861], [0.584, -2.872, -0.653], [0.931, -1.545, -0.360], [-3.599, -1.807, 9.250], [-2.475, -2.818, 8.315], [-4.028, -2.306, 7.598], [-2.432, -2.815, 5.998], [-1.332, -2.561, 3.810], [-0.408, 1.517, 4.740], [-1.505, 1.261, 6.920], [0.539, 1.568, 2.842], [1.783, 3.059, 1.258], [3.023, 4.235, -0.535], [3.586, 3.005, -2.615], [1.972, -3.005, -3.724], [0.694, -4.426, -2.125], [0.031, -3.440, 0.084], [2.916, -1.390, -6.225], [1.524, -0.408, -6.183], [1.302, 0.469, -5.219], [0.099, 1.139, -5.375], [-0.412, 2.105, -4.512], [-1.631, 2.683, -4.811], [-2.340, 2.310, -5.953], [-1.847, 1.347, -6.816], [-0.624, 0.764, -6.515], [0.262, -0.470, -7.381], [0.149, 2.384, -3.627], [-2.041, 3.434, -4.149], [-3.290, 2.783, -6.165], [-2.399, 1.058, -7.700]], "lowdin_charge": [1.31, -0.06, -0.06, -0.28, 0.00, -0.01, -0.16, -0.02, 0.01, -0.24, 0.19, -0.17, -0.13, 0.19, -0.06, 0.03, -0.03, -0.12, -0.04, -0.14, -0.14, -0.05, -0.10, -0.01, 0.04, -0.06, 0.10, 0.10, 0.10, 0.11, 0.12, 0.11, 0.13, 0.15, 0.12, 0.12, 0.12, 0.10, 0.12, 0.13, 0.46, -1.19, -0.21, -0.32, -0.03, -0.08, -0.08, -0.08, -0.46, 1.06, 0.10, 0.11, 0.11, 0.11]}



What did the first record say?
{"formula": "C27H18CaN5OS2", "method": "ωB97M-V/def2-TZVPD", "multiplicity": 1, "charge": 1, "relative_energy_kj_mol": 13.1, "homo_lumo_gap_ev": 6.72, "species": ["Ca", "C", "O", "C", "C", "C", "C", "C", "C", "C", "N", "C", "C", "N", "C", "C", "C", "C", "N", "C", "C", "N", "C", "C", "C", "C", "H", "H", "H", "H", "H", "H", "H", "H", "H", "H", "H", "H", "H", "H", "S", "C", "N", "C", "C", "C", "C", "C", "C", "S", "H", "H", "H", "H"], "coordinates": [[3.041, -0.005, -3.963], [-3.209, -2.011, 8.258], [-2.607, -0.801, 7.819], [-2.036, -0.781, 6.604], [-1.991, -1.866, 5.729], [-1.375, -1.729, 4.500], [-0.794, -0.522, 4.115], [-0.845, 0.561, 5.000], [-1.456, 0.434, 6.225], [-0.157, -0.431, 2.811], [-0.088, -1.406, 1.927], [0.589, -0.898, 0.864], [0.948, 0.421, 1.092], [0.462, 0.701, 2.342], [1.664, 1.203, 0.153], [2.038, 2.546, 0.340], [2.726, 3.202, -0.649], [3.043, 2.509, -1.817], [2.710, 1.244, -2.020], [2.022, 0.576, -1.066], [1.650, -0.806, -1.318], [2.013, -1.367, -2.496], [1.668, -2.617, -2.758], [0.949, -3.411, -1.861], [0.584, -2.872, -0.653], [0.931, -1.545, -0.360], [-3.599, -1.807, 9.250], [-2.475, -2.818, 8.315], [-4.028, -2.306, 7.598], [-2.432, -2.815, 5.998], [-1.332, -2.561, 3.810], [-0.408, 1.517, 4.740], [-1.505, 1.261, 6.920], [0.539, 1.568, 2.842], [1.783, 3.059, 1.258], [3.023, 4.235, -0.535], [3.586, 3.005, -2.615], [1.972, -3.005, -3.724], [0.694, -4.426, -2.125], [0.031, -3.440, 0.084], [2.916, -1.390, -6.225], [1.524, -0.408, -6.183], [1.302, 0.469, -5.219], [0.099, 1.139, -5.375], [-0.412, 2.105, -4.512], [-1.631, 2.683, -4.811], [-2.340, 2.310, -5.953], [-1.847, 1.347, -6.816], [-0.624, 0.764, -6.515], [0.262, -0.470, -7.381], [0.149, 2.384, -3.627], [-2.041, 3.434, -4.149], [-3.290, 2.783, -6.165], [-2.399, 1.058, -7.700]], "lowdin_charge": [1.31, -0.06, -0.06, -0.28, 0.00, -0.01, -0.16, -0.02, 0.01, -0.24, 0.19, -0.17, -0.13, 0.19, -0.06, 0.03, -0.03, -0.12, -0.04, -0.14, -0.14, -0.05, -0.10, -0.01, 0.04, -0.06, 0.10, 0.10, 0.10, 0.11, 0.12, 0.11, 0.13, 0.15, 0.12, 0.12, 0.12, 0.10, 0.12, 0.13, 0.46, -1.19, -0.21, -0.32, -0.03, -0.08, -0.08, -0.08, -0.46, 1.06, 0.10, 0.11, 0.11, 0.11]}